Below is a structure of composition C34H29ClMgN8O4S in a non-equilibrium geometry, with properties calculated with the ωB97M-V functional and the def2-TZVPD basis.

Last column: Löwdin charge in e.
Geometry (Å):
Mg -0.3841 -1.5985 0.2688  0.578
Cl 5.1906 -0.0732 -4.4788  0.826
C 3.4532 -2.1814 -3.7075  -0.159
C 3.3108 -3.4653 -3.0980  0.007
C 2.3233 -3.7701 -2.2111  0.017
C 1.3418 -2.7912 -1.8040  -0.408
O 0.4662 -3.0155 -0.9286  -0.059
C 0.9093 -0.2597 -2.6142  -0.146
C -0.2754 0.2660 -2.1603  -0.080
N -1.0510 -0.3496 -1.2761  0.004
C -2.3545 0.0720 -1.0442  -0.223
C -2.9488 1.2279 -1.5015  0.001
C -4.2943 1.5264 -1.2131  -0.052
C -5.0727 0.6696 -0.4904  -0.031
C -4.5083 -0.5301 0.0021  -0.146
C -5.2477 -1.4711 0.7516  0.008
C -4.6454 -2.6091 1.2067  -0.041
C -3.2777 -2.7912 0.9430  -0.126
N -2.5527 -1.9374 0.2600  0.063
C -3.1513 -0.8195 -0.2491  -0.150
C 1.9442 0.0460 -3.5233  0.079
H 4.0425 -4.2235 -3.3506  0.122
H 2.2454 -4.7503 -1.7639  0.114
H -0.5510 1.2195 -2.6069  0.130
H -2.3865 1.9378 -2.0922  0.107
H -4.7092 2.4561 -1.5787  0.115
H -6.1097 0.8950 -0.2797  0.116
H -6.2939 -1.2763 0.9540  0.124
H -5.1888 -3.3533 1.7712  0.108
H -2.7653 -3.6708 1.3202  0.114
H 2.2066 0.8921 -4.1322  0.096
N 0.2518 -2.9736 1.8988  -0.006
C 1.5041 -2.4455 2.4791  -0.221
C 2.4158 -1.9270 1.3802  -0.218
N 1.7311 -0.8585 0.6311  0.015
H -0.3987 -3.1999 2.6425  0.091
H 0.4403 -3.8344 1.3918  0.097
H 2.0343 -3.1963 3.0693  0.120
H 1.2366 -1.6257 3.1495  0.118
H 2.6471 -2.7333 0.6812  0.114
H 3.3581 -1.5924 1.8202  0.124
H 2.2582 -0.6133 -0.2018  0.097
H 1.6922 -0.0185 1.2008  0.091
O -2.8817 8.0929 4.0318  -0.354
S -2.1132 7.0773 3.3539  0.386
O -2.5144 6.7962 1.9883  -0.369
O -0.6768 7.1255 3.5699  -0.362
C -2.5202 5.5206 4.2138  -0.329
N -3.1206 5.5330 5.4038  0.133
C -3.3258 4.3556 5.9777  -0.116
C -2.9499 3.1520 5.3994  -0.004
C -2.3340 3.2514 4.1607  -0.231
N -2.1230 4.4201 3.5793  0.155
C -1.8509 2.0840 3.3739  -0.110
C -2.1472 0.7616 3.6882  0.012
C -1.6755 -0.2461 2.8694  -0.125
N -0.9356 -0.0254 1.7803  0.001
C -0.6487 1.2508 1.4869  -0.115
C -1.0764 2.3209 2.2399  0.039
H -3.8116 4.3713 6.9484  0.109
H -3.1238 2.2121 5.9038  0.096
H -2.7565 0.5078 4.5443  0.110
H -1.9266 -1.2806 3.0797  0.104
H -0.0707 1.4140 0.5831  0.113
H -0.8491 3.3419 1.9635  0.129
N 1.4972 -1.6034 -2.4120  0.114
C 2.4937 -1.2581 -3.3403  -0.144
C 4.5372 -1.8935 -4.5932  -0.204
C 5.3687 -2.5844 -5.3704  -0.084
C 6.6073 -1.8948 -5.7273  -0.125
C 6.7396 -0.6578 -5.2663  -0.152
C 4.4908 0.7190 -5.7275  -0.210
C 5.1821 0.5186 -3.1612  -0.336
H 5.1952 -3.6002 -5.7027  0.117
H 7.3762 -2.4064 -6.2906  0.112
H 7.5563 0.0368 -5.1518  0.099
H 4.1033 0.3789 -6.6815  -0.006
H 5.4483 0.9561 -2.2308  0.019

Energy: -3110.0105 hartree
ΔE to the lowest compared entry with this formula, charge and spin: 410.3 kcal/mol
Kohn-Sham gap (spin up / spin down): 0.1838 / 0.2168 Eh